Here is a molecular structure, C18H37N2O3P3W at a distorted geometry from the Open Molecules 2025 dataset. Energies are from ωB97M-V with the def2-TZVPD basis set.

Last column: Mulliken spin population.
Atoms and positions in Å:
1 P 1.25791 3.37974 2.03801  0.6970
2 C 2.11934 2.59695 3.44444  0.0536
3 H 2.84855 3.27543 3.89917  0.0147
4 H 2.63684 1.70705 3.06864  0.0185
5 H 1.39879 2.25746 4.19395  0.0076
6 C 1.90787 5.08626 2.07333  0.0715
7 H 1.19829 5.75264 1.57350  -0.0025
8 H 2.82848 5.10885 1.47957  0.0046
9 H 2.11441 5.45119 3.08286  0.0294
10 C -0.39715 3.63800 2.80471  0.0620
11 H -0.33849 4.24605 3.71966  0.0370
12 H -0.83607 2.65692 3.02782  -0.0013
13 H -1.04204 4.13265 2.06843  -0.0042
14 P -3.50807 -2.12403 -0.56340  -0.0300
15 C -2.92920 -3.19406 0.79548  -0.0018
16 H -3.45066 -4.16532 0.81775  -0.0014
17 H -3.05809 -2.65850 1.74106  0.0001
18 H -1.84904 -3.33428 0.66654  -0.0001
19 C -5.26619 -1.78180 -0.19451  -0.0034
20 H -5.66781 -1.18360 -1.02040  0.0005
21 H -5.30842 -1.13992 0.69159  0.0002
22 H -5.86313 -2.69383 -0.03751  -0.0015
23 C -3.59278 -3.24018 -2.00891  -0.0016
24 H -4.19292 -4.14763 -1.81997  -0.0016
25 H -2.56432 -3.50849 -2.27461  -0.0002
26 H -3.99626 -2.66775 -2.85131  0.0005
27 P 2.68434 -1.24170 -1.84267  0.2202
28 C 3.51441 -2.63641 -1.04633  0.0094
29 H 4.49515 -2.85843 -1.50690  0.0095
30 H 2.89264 -3.54119 -1.10630  -0.0005
31 H 3.68003 -2.42437 0.01865  -0.0027
32 C 2.78052 -1.30969 -3.64270  0.0122
33 H 3.78729 -1.01621 -3.99568  0.0125
34 H 2.02944 -0.62916 -4.07243  0.0003
35 H 2.56016 -2.33055 -3.98981  -0.0010
36 C 3.34593 0.31032 -1.25022  0.0172
37 H 4.32403 0.49059 -1.73581  0.0107
38 H 3.44740 0.27103 -0.15476  -0.0062
39 H 2.62214 1.09286 -1.52510  0.0071
40 W -1.77084 0.91750 -1.12820  0.0017
41 C -1.23123 0.03343 0.62218  0.0374
42 O -0.92568 -0.46355 1.65669  0.0248
43 C 0.76006 -0.92941 -1.39297  0.2783
44 O 0.32173 -1.99577 -1.01309  0.3718
45 C -1.74405 0.32853 -3.05520  -0.0208
46 C -0.69675 1.27646 -2.78603  0.0513
47 C -0.98818 2.52157 -2.09677  0.0134
48 C -2.33959 2.77772 -1.65854  -0.0177
49 C -3.37458 1.85229 -1.94497  0.0323
50 C -3.09098 0.60990 -2.61610  -0.0218
51 H -1.50814 -0.59425 -3.58395  0.0012
52 H 0.30959 1.03733 -3.09226  0.0023
53 H -0.22541 3.24722 -1.92408  0.0003
54 H -2.59036 3.71233 -1.14991  -0.0002
55 H -4.39744 2.10050 -1.64599  0.0022
56 H -3.90110 -0.08049 -2.82672  0.0029
57 N 3.72498 -2.07811 3.31707  -0.0001
58 C 2.66744 -1.39904 2.73295  0.0006
59 N 1.44352 -1.88257 3.07519  0.0006
60 O 2.83530 -0.48026 1.91451  0.0029
61 H 3.53119 -2.58636 4.17625  0.0001
62 H 4.59912 -1.58357 3.28688  -0.0001
63 H 0.61877 -1.39532 2.75567  0.0003
64 H 1.35929 -2.57298 3.81154  0.0001

Calculated values
energy relative to the best compared isomer or geometry (same formula, charge and spin) = 3.198 eV
frontier orbital gap (spin up / spin down) = 5.703 / 5.254 eV
spin multiplicity = 3
expectation value of S² = 2.02
E_HOMO (spin up / spin down) = -19.783 / -19.782 eV
total charge = +4
F_max = 9.2 eV/Å